No. 1
Density functional theory data (ωB97M-V/def2-TZVPD) for a cluster of 12 separate species, C57H75F7O5 in total.

```
! RIJCOSX wB97M-V def2-TZVPD def2/J DEFGRID3
* xyz 0 1
F -2.0965 2.6739 -6.1660
F -2.3227 -3.2034 3.0887
F 4.6270 -2.5502 -0.6998
F -7.0493 -1.1082 -1.1999
F 4.5762 4.0489 -4.3590
F 0.5473 2.0116 5.7187
F 1.0937 -3.2356 -1.7749
O -0.2415 2.9611 -0.0211
O -0.7382 0.6306 1.2027
O 4.6523 3.1316 2.1928
O -3.2480 -0.5641 2.4452
O -1.5984 4.9382 1.1799
C 4.8625 -3.3983 3.2968
C -1.4667 -4.7087 -0.0689
C -5.0951 0.7767 2.0359
C 1.1194 0.8184 5.4648
C -2.8969 3.4606 2.7140
C -2.0984 2.7198 -1.6076
C 2.4422 2.4800 2.7557
C 4.9244 0.8297 -2.7116
C -2.3995 -3.6318 1.7815
C 0.9641 -2.9247 -3.0941
C -1.0093 2.1088 -5.6234
C 5.0858 1.8819 -3.6223
C -1.0888 1.1529 -4.6290
C -2.6442 -4.5034 -0.7313
C -5.0155 -2.9960 -3.5198
C -1.2849 -4.2339 1.2434
C 3.9511 2.1197 2.8836
C 0.0688 0.6403 -4.1086
C -0.7312 4.3406 3.3672
C 3.7338 -3.7593 2.5756
C 4.3259 3.0205 -3.4657
C 4.0251 1.0064 -1.6186
C 3.6520 -3.4516 1.2457
C -0.4754 -0.6960 0.7269
C 0.8875 -1.3793 4.5537
C 4.6671 -2.7580 0.6654
C -6.1286 -2.6123 -2.7222
C -5.0930 -0.7266 3.9811
C -1.3509 -1.0407 -0.4946
C 3.2412 2.1304 -1.5537
C -3.7726 -1.1271 -2.7567
C -0.1713 4.3143 -1.9557
C 5.9062 -2.7302 2.7091
C 5.8177 -2.4734 1.3830
C -5.9754 -1.4928 -1.9738
C 2.9452 -0.6939 5.6083
C 0.9888 -0.7050 0.3640
C 0.2061 2.5561 -6.0918
C -0.2515 -3.1637 -5.1270
C 2.4180 0.5404 5.9164
C 1.8988 -2.0673 -5.0915
C 4.2172 0.7340 2.2530
C -1.9418 4.6623 2.5852
C 1.3078 1.0943 -4.5664
C 0.3483 -0.1466 4.8195
C 2.1422 -1.6379 5.0125
C -4.8326 -0.7236 -1.9479
C 2.0039 -2.2884 -3.7259
C 0.8214 -2.5257 -5.7919
C -0.1684 -3.3735 -3.7693
C -0.6053 2.9145 -1.4097
C -3.8963 -2.2396 -3.5736
C -3.7143 -3.9109 -0.1245
C 1.3720 2.1117 -5.5247
C -3.6086 -3.4809 1.1449
C -4.2219 0.1927 3.1526
C 3.3382 3.1431 -2.5177
H 3.0110 1.2762 6.3508
H -5.5237 -1.5322 3.3984
H -1.0744 4.1630 4.3922
H 2.2494 2.5343 -5.9074
H -5.0021 -3.8805 -4.1607
H 1.9727 1.5371 3.1197
H 0.2105 -2.0191 4.0545
H 2.4650 2.1724 -0.8435
H 2.5989 -2.6429 4.9269
H -4.6082 1.3844 1.2195
H 5.5378 -0.0807 -2.7840
H 1.9818 3.2742 3.3352
H 0.7153 4.7099 -1.4552
H -1.1461 4.1583 0.8112
H 1.2325 -0.2009 -0.5996
H 2.8419 -1.9789 -3.1415
H 1.3224 -1.7547 0.1927
H -5.9150 -0.1762 4.4829
H -2.7319 -1.0951 3.1208
H -0.0237 4.2782 -3.0392
H 5.5722 2.8572 1.9755
H 5.8058 1.8697 -4.4330
H 3.5809 0.0179 2.7942
H -1.1959 -3.3659 -5.6395
H -5.5525 -0.0364 1.4918
H -0.2784 3.3991 3.0336
H 0.0061 0.0063 -3.2314
H -1.0052 4.9823 -1.7527
H 2.7458 4.0541 -2.4490
H 6.5820 -1.9106 0.9135
H 2.1770 2.4582 1.6709
H -0.5965 0.0962 4.3154
H -0.4498 2.1102 0.3902
H -2.3196 5.6123 2.9188
H -0.9593 -3.8679 -3.2525
H -6.9815 -3.2200 -2.7161
H 5.2795 0.4756 2.2387
H -4.8547 0.1814 -1.3440
H -4.6209 -3.7386 -0.6426
H 2.6436 -1.4468 -5.5567
H -2.4194 -1.1789 -0.2825
H -4.5640 -1.2677 4.7433
H -5.9191 1.3474 2.4417
H 3.8581 0.8298 1.2365
H -2.3624 1.7857 -1.1388
H -0.6339 -5.1821 -0.5724
H -4.3681 -2.9632 1.7396
H -1.6451 0.6333 1.5988
H -2.4979 2.5122 2.4378
H 3.9158 0.1831 -0.9013
H 2.7913 -3.7644 0.6500
H -3.1038 3.3706 3.7961
H 6.8629 -2.5432 3.2191
H -3.8538 3.5801 2.2083
H -3.7749 0.9246 3.8303
H 0.7860 -2.2005 -6.8052
H 2.9343 -4.2768 3.0908
H -3.0608 -2.4826 -4.1908
H 4.8975 -3.6536 4.3873
H -0.0747 2.0955 -1.9240
H -1.1693 -0.3905 -1.3501
H 0.0135 5.1381 3.4963
H -2.4214 2.6723 -2.6421
H -2.0439 0.8196 -4.2899
H 3.9824 -0.8691 5.8842
H 0.2901 3.3127 -6.8553
H 1.6229 -0.1951 1.0988
H 2.2967 0.7929 -4.1327
H -2.5897 3.5630 -1.1729
H -0.9508 -1.9997 -0.8539
H -2.7483 -4.8458 -1.7544
H -2.8718 -0.5140 -2.7977
H 4.2117 2.1196 3.9597
H -0.3937 -4.4744 1.8009
H -0.6344 -1.4239 1.5182
*
```

Output
SMILES: Fc1ccccc1.Fc1ccccc1.Fc1ccccc1.Fc1ccccc1.Fc1ccccc1.Fc1ccccc1.Fc1ccccc1.CC(C)O.CC(C)O.CC(C)O.CC(C)O.CC(C)O
Max |F|: 0.0627 hartree/bohr
HOMO: -0.3328 Eh
Gap between HOMO and LUMO: 0.3518 hartree
E_tot: -89584.2452 eV


No. 2
Density functional theory data (ωB97M-V/def2-TZVPD) for a cluster of 13 separate species, C57H90NO37 in total.

```
! RIJCOSX wB97M-V def2-TZVPD def2/J DEFGRID3
* xyz -1 1
O 6.9908 -4.4741 -4.3504
O 1.7479 -6.0624 7.4124
O -6.7290 2.9671 6.3921
O 5.4936 8.3590 -0.8158
O -5.2177 -5.5346 -5.1205
O -6.1435 1.7918 4.5516
O 9.0596 1.9720 -1.9000
O -1.2735 -9.9054 -0.8791
O -1.8961 10.9742 3.9165
O 0.3928 -2.3260 -8.8570
O -3.0626 -9.0447 0.2711
O 6.3590 -6.5974 -4.0807
O 2.1937 -5.2716 5.3589
O -1.4605 -10.0195 1.4115
O 8.4781 -5.8883 -3.5036
O -6.9481 3.7939 4.3555
O -1.2347 -1.1890 -9.9330
O -4.0523 -4.8162 7.1905
O 4.4852 10.0336 0.2528
O 9.7985 1.2506 0.0659
O -4.5252 4.3087 -5.5966
O -1.0856 9.0092 3.5582
O -6.2203 4.6305 -7.1996
O -3.7873 -5.3075 9.4266
O -6.6050 3.6929 -5.2390
O 0.8130 -1.1284 -10.7437
O 2.1918 6.4183 10.2968
O 6.1229 8.8446 1.2859
O -3.6032 -3.2433 8.5571
O 2.8514 -4.0727 7.1221
O 10.0591 3.4872 -0.5407
O -5.7847 -6.4257 -7.0206
O 2.4789 6.0663 8.0663
O 0.6994 5.1991 9.0437
O -2.2406 9.3494 5.5332
O -0.7578 -0.6647 1.7853
O -7.3878 -5.9154 -5.4736
N -0.0031 -0.6806 0.5620
C -4.0605 -5.6264 -5.8853
C 4.3827 -2.5169 6.0940
C 0.3051 -1.5289 -1.8217
C 0.7177 -0.0810 -2.2049
C 0.0690 -1.5623 -9.7736
C 7.3704 -5.6844 -3.9375
C 6.8617 7.6775 0.9292
C -1.8160 9.7324 4.4296
C 1.6513 1.1017 1.3694
C 2.7571 -4.1156 4.8229
C -6.1798 1.9782 3.1603
C 5.3139 -6.0001 -4.8227
C -5.9281 3.5997 -3.9765
C -2.2119 -9.2910 2.4417
C 5.5956 -4.5065 -4.7981
C -4.4398 3.6353 -4.3628
C 9.2166 0.1351 -0.5025
C -0.5934 -3.0345 -0.1316
C 5.3674 9.2137 0.2149
C -0.5955 -1.5086 -0.5628
C -4.7172 -9.3622 1.8395
C -0.5548 9.8248 2.4941
C -6.2279 -5.9675 -5.8431
C 1.4752 0.5321 -1.1049
C 6.4534 7.3764 -0.4505
C 0.6217 0.6629 0.2541
C -0.4951 4.1209 7.2216
C -5.7730 4.3993 2.4129
C -6.4286 2.2796 -3.2968
C -3.6760 -3.7762 6.3216
C -1.9657 -1.1839 -1.0351
C -5.8313 4.2924 -6.0965
C -3.7862 -6.0771 -8.3121
C 8.8321 0.5534 -1.8959
C 0.7922 4.4046 7.8527
C -3.8368 -4.4984 8.4850
C 2.9852 -3.1598 6.0645
C 7.9512 -0.2543 0.3716
C -6.5912 2.8682 5.1981
C -1.8814 -9.6881 0.1450
C -3.5116 -2.6143 7.3433
C -1.1995 11.1228 2.6519
C 2.1476 -5.1549 6.7021
C 9.6679 2.3375 -0.7467
C 0.5855 -0.0106 -12.9469
C 4.0071 -6.4431 -4.1305
C 1.8358 5.2498 7.1262
C 0.1538 -0.0414 -11.4504
C -0.3676 1.8181 0.1386
C -4.8052 -3.5484 5.3096
C -1.2897 -0.5587 -11.1962
C -0.8856 9.0535 1.1807
C 6.4710 6.6394 2.0231
C -6.7641 3.3759 3.0224
C -3.3856 -8.7611 1.5862
C -4.3693 -6.5959 -7.0093
C 1.8354 5.9419 9.2218
H 0.3463 -0.9456 -13.4533
H 5.2919 -6.3228 -5.8636
H 7.3808 7.3552 -1.0229
H 1.7855 1.5538 -1.3242
H -7.4946 2.3526 -3.0813
H 5.3932 6.5252 2.1396
H -1.8258 11.3995 1.8038
H -6.1185 5.4318 2.4656
H -3.7162 -4.6636 -6.2629
H -3.4597 -7.6815 1.7166
H 1.3724 5.8406 6.3361
H 9.9515 -0.6698 -0.5170
H 6.0337 6.3708 -0.4744
H -0.6622 9.6488 0.2953
H 2.2184 -2.3988 6.2096
H -2.7613 -5.8241 -8.0405
H 5.0040 -3.9493 -4.0717
H 1.6402 0.2611 -12.9902
H 4.5654 -1.9852 5.1602
H -5.1710 1.9714 2.7476
H -1.2031 3.4996 7.7700
H -1.1333 1.6769 -0.6242
H -1.0950 -3.1111 0.8331
H 2.4040 -0.0130 -0.9368
H -0.9544 5.1076 7.1608
H 0.4080 -3.4373 0.0198
H -5.0483 -9.3565 2.8779
H -0.3759 3.7563 6.2014
H -0.3664 11.8095 2.8017
H -5.7067 4.2145 1.3407
H 2.5223 4.5215 6.6945
H -6.0203 2.1844 -2.2906
H 3.9220 -6.2144 -3.0681
H 7.7132 -1.3174 0.3369
H -4.9242 -4.5515 4.9001
H -4.3140 -5.2283 -8.7469
H 7.7907 0.2611 -2.0309
H 5.5177 -4.1408 -5.8219
H -6.2523 4.5024 -3.4587
H 0.2096 0.9498 -11.0003
H -0.1275 0.5067 -2.5633
H -3.2605 -6.0507 -5.2786
H 3.6969 -4.2639 4.2910
H -1.9043 8.6844 1.0618
H -1.6601 -8.4491 2.8598
H -1.9528 -0.2390 -1.5783
H -6.7445 1.2665 2.5581
H 1.1634 1.5384 2.2408
H 0.5223 9.9064 2.6398
H -3.8357 4.1559 -3.6198
H -4.2156 -1.8055 7.1479
H -7.7710 3.3670 2.6049
H -3.7413 -6.7921 -9.1336
H 8.2723 -0.1758 1.4102
H 6.7841 6.9755 3.0115
H -1.9716 0.2635 -11.4131
H -0.8331 1.9911 1.1089
H -2.4251 -9.8840 3.3311
H 0.1865 2.7260 -0.0999
H 9.4045 -0.0044 -2.6370
H 1.1995 3.4370 8.1462
H 7.1588 0.4931 0.3330
H 2.4002 1.7720 0.9476
H -2.6403 -1.1232 -0.1811
H -5.7132 -3.2060 5.8060
H -0.1327 -2.1603 -2.5949
H -1.1318 -3.6595 -0.8440
H -5.4686 -8.9793 1.1490
H 2.0320 -3.6066 4.1879
H -4.6312 -10.4343 1.6623
H 3.0760 -6.1995 -4.6421
H -6.1396 1.3632 -3.8113
H -2.6819 -3.9854 5.9264
H -2.5621 -2.1218 7.1335
H 2.3356 0.2809 1.5844
H -2.3945 -2.0256 -1.5790
H 7.9251 7.9152 0.9022
H -4.1158 -7.6323 -6.7859
H -1.7594 -1.2572 -11.8887
H -4.5205 -2.8204 4.5500
H -0.2405 8.1850 1.0480
H 0.0003 0.7512 -13.4620
H 6.9284 5.6688 1.8313
H 1.3761 -0.1917 -3.0665
H -4.1192 2.6260 -4.6212
H 5.0790 -3.3530 6.1595
H 3.8734 -7.5247 -4.1459
H 1.2208 -2.0826 -1.6144
H 4.5761 -1.8609 6.9427
H -4.8371 4.2759 2.9579
*
```

Output
Max |F|: 0.0993 hartree/bohr
HOMO: -0.0915 Eh
ΔE to the lowest compared entry with this formula, charge and spin: 886.1 kJ/mol
Gap between HOMO and LUMO: 0.1380 hartree
E_tot: -137812.8390 eV